No. 1
64
Properties=species:S:1:pos:R:3:lowdin_charge:R:1 method="wB97M-V/def2-TZVPD" mol_weight_g_mol=546.33 lumo_energy_ev="5.8 / 5.8" e_tot_ev=-81689.012 total_charge=-3 multiplicity=5 homo_ha="0.03042 / 0.03108" s_squared=6.01
Fe -1.24919 0.88482 -0.17840 0.8722
O -1.71604 1.86417 1.73614 -0.1268
O -3.55087 0.31409 0.09441 -0.0962
O 0.01308 5.75064 -3.94356 -0.1220
O 0.72332 1.70928 0.01005 -0.0137
O -6.99839 1.73903 2.68417 -0.0292
O -0.48874 -1.14913 0.08715 -0.3046
O -5.40034 3.46790 4.00803 -0.0029
O -0.60485 0.64629 -2.30635 -0.0276
O 1.18537 3.60271 -5.49944 -0.1082
O -1.85725 2.68801 -1.10504 -0.0522
N 0.27809 -2.39880 0.09889 -0.1287
C -0.21381 4.48716 -3.70180 -0.3372
C 1.82910 3.38310 1.47849 -0.0179
C -5.82222 1.76964 2.33988 -0.3532
C 0.60376 3.33951 -4.40109 -0.4327
C -3.41266 2.65206 2.92907 0.0035
C 0.46339 2.04385 -3.99297 -0.0200
C 1.73774 -3.92271 -1.23805 -0.1745
C 0.80702 -2.77013 1.44257 -0.4648
C -0.34561 -3.04647 2.47105 -0.0318
C 1.77603 2.13597 0.64795 -0.3353
C -0.36450 1.72243 -2.78505 -0.3160
C -0.99373 4.23210 -2.59466 -0.0477
C 2.97677 1.23812 0.73201 -0.0240
C -5.20623 1.02943 1.23638 -0.0398
C -3.94306 1.12951 1.03221 -0.4091
C -4.91217 2.72628 3.19530 -0.3571
C -1.19483 2.97017 -2.10823 -0.3559
C 2.02862 -1.48541 -1.42238 -0.0238
C 1.56459 -4.11609 1.31097 -0.1819
C 2.46153 -4.26970 0.08587 -0.1975
C 1.97504 -1.87573 1.98168 -0.0529
C -0.06980 -2.78508 -2.30687 -0.0418
C 1.00639 -2.63789 -1.21156 -0.4922
C -2.99939 1.87508 1.90379 -0.3815
H -0.75924 -3.62080 -2.18714 0.0737
H -0.62518 -1.87017 -2.51325 0.0665
H 2.27194 -2.27570 2.95121 0.0629
H 2.90290 -1.85342 1.41012 0.0577
H 2.86443 -5.27746 -0.01506 0.0903
H 0.90013 -4.98014 1.30678 0.1059
H 0.84628 1.27290 -4.64523 0.0800
H 2.17202 -4.15676 2.21511 0.0919
H 1.52998 -0.52254 -1.31136 0.0553
H 2.86578 -1.52458 -0.72544 0.0554
H -1.53240 5.04213 -2.12554 0.1045
H -2.77755 3.13461 3.65721 0.0849
H 2.65630 -3.81081 -1.81409 0.1056
H -0.08182 -3.76933 3.24306 0.0556
H 3.03016 0.54520 1.57172 0.0687
H 2.97994 0.70745 -0.22009 0.0688
H 0.38005 -3.01905 -3.27175 0.0670
H -5.87634 0.43657 0.63152 0.1083
H 1.15236 -4.78193 -1.56544 0.1087
H 3.38623 -3.69903 0.17169 0.0881
H -0.60976 -2.13245 3.00293 0.0738
H 2.41258 3.21544 2.38378 0.0736
H 0.88109 3.77056 1.85166 0.0907
H 1.61274 -0.85706 2.12010 0.0656
H -1.20977 -3.46847 1.95799 0.0810
H 2.37046 -1.57250 -2.45372 0.0783
H 2.34616 4.20159 0.97766 0.0859
H 3.82450 1.92166 0.68496 0.0760

No. 2
118
Properties=species:S:1:pos:R:3:lowdin_charge:R:1 method="wB97M-V/def2-TZVPD" mol_weight_g_mol=919.55 lumo_energy_ev=-4.1 e_tot_ev=-106573.678 total_charge=+2 multiplicity=1 homo_ha=-0.48107
S 15.82768 10.91234 13.73326 0.7658
S 12.13434 12.73567 13.54344 0.7465
S 14.65247 13.15238 12.33524 0.9005
Mg 13.33085 10.73076 16.22196 0.5741
O 15.18519 12.36051 16.93055 -0.0304
N 15.70161 12.50183 13.30646 -0.3616
N 13.37077 9.40251 18.01377 0.1175
N 12.69695 12.24002 14.78073 -0.2778
N 13.16420 12.71443 12.24475 -0.3490
N 12.47794 11.99908 17.83879 -0.1099
N 17.26691 12.90408 17.79346 0.0209
N 10.97758 10.14226 16.29497 -0.0853
N 16.57478 10.68464 17.51885 0.1755
N 13.04787 8.41683 15.45525 -0.0905
N 15.06270 10.42584 14.87193 -0.2961
C 17.18933 13.34406 9.29416 -0.0551
C 10.36979 16.25367 12.53777 -0.0503
C 10.36414 10.85699 17.38767 -0.1894
C 10.86870 10.88961 11.92733 -0.0844
C 12.91611 9.99991 19.12634 -0.2882
C 15.42376 10.06207 12.19180 -0.3183
C 17.58214 10.78101 13.78307 -0.3291
C 14.25506 17.15803 12.10347 -0.0681
C 11.88992 15.25197 14.67045 -0.0422
C 17.00896 14.28818 18.03275 -0.0732
C 13.68359 7.56416 16.46639 -0.1198
C 14.98229 13.28048 8.28398 -0.0353
C 12.84875 11.48513 19.15984 -0.1150
C 12.34354 7.88114 20.02212 -0.0217
C 11.60474 14.48552 13.52289 -0.3161
C 11.59238 8.13959 15.26348 -0.1666
C 14.21268 15.79528 11.84747 -0.0387
C 9.46747 11.99641 13.65782 -0.0576
C 12.78992 7.25173 18.89539 0.0021
C 14.08591 9.71048 12.10560 -0.0963
C 8.61373 10.19088 12.32589 -0.0625
C 11.51301 16.64399 14.64781 -0.0404
C 10.90496 17.12712 13.50039 -0.0656
C 10.76661 14.93624 12.50970 -0.0796
C 15.80212 9.14598 10.03886 -0.0482
C 15.45842 16.68904 14.09287 -0.0472
C 16.38068 13.22927 8.17755 -0.0473
C 10.63357 8.73440 16.25558 -0.1876
C 8.42288 11.15206 13.30119 -0.0598
C 13.59916 9.20126 10.90965 -0.0723
C 19.75444 11.68992 14.10205 -0.0623
C 18.08807 9.48424 13.93606 -0.0748
C 20.25809 10.39678 14.28508 -0.0598
C 15.49625 15.27535 13.88131 -0.0291
C 11.04380 12.18368 17.61657 -0.1903
C 19.41826 9.29390 14.19538 -0.0632
C 16.63041 13.27090 10.55872 -0.0611
C 14.39981 13.16568 9.55224 -0.0489
C 13.37840 8.06970 17.89399 -0.2014
C 16.27003 9.79539 11.16858 -0.0734
C 14.44067 8.95391 9.84666 -0.0469
C 14.87592 17.59039 13.22566 -0.0854
C 10.67572 11.86691 12.91339 -0.2916
C 14.80196 14.87408 12.76127 -0.3009
C 12.42790 9.27321 20.15195 -0.0092
C 16.28270 12.02723 17.38236 -0.5766
C 9.83380 10.00778 11.65687 -0.0574
C 18.41324 11.89760 13.79923 -0.0668
C 15.25398 13.10973 10.67284 -0.3122
H 21.33100 10.19873 14.54933 0.1326
H 16.03952 10.12263 16.84696 0.0610
H 7.81086 9.53773 11.97758 0.1189
H 14.13223 8.52398 8.90051 0.1187
H 9.85495 9.27856 10.82597 0.1246
H 13.34255 13.14401 9.64135 0.0996
H 14.32086 13.17467 7.43527 0.1145
H 13.26584 6.57804 16.40086 0.1070
H 9.30257 11.08276 17.23622 0.1348
H 17.45811 10.37183 17.82294 0.0865
H 17.36369 8.71670 13.92635 0.1045
H 13.75334 15.47937 10.92891 0.1106
H 16.01559 17.20755 14.89116 0.1182
H 12.40794 14.83356 15.54580 0.1054
H 10.44704 10.24137 18.27270 0.1157
H 10.49052 14.28680 11.68570 0.1212
H 7.47909 11.21626 13.80705 0.1126
H 9.58377 8.57872 15.96429 0.1402
H 17.05309 14.53076 19.08072 0.0888
H 10.63747 12.71573 18.47496 0.1221
H 13.88053 11.84796 19.32429 0.1415
H 11.43958 7.04959 15.21914 0.1266
H 13.48060 10.01939 12.96110 0.0799
H 11.79696 10.89283 11.36578 0.0751
H 16.04043 14.53535 17.67611 0.0681
H 17.70372 14.87308 17.46988 0.0785
H 15.01052 18.66653 13.34487 0.1259
H 12.73584 6.20949 18.66752 0.1162
H 11.92204 7.31839 20.84454 0.1229
H 17.29041 13.23788 11.44117 0.1131
H 12.06935 9.77166 21.05918 0.1337
H 18.26358 13.47433 9.17516 0.1218
H 9.85519 16.67056 11.70616 0.1063
H 17.36599 9.93400 11.26792 0.1342
H 18.02776 12.92252 13.63994 0.1057
H 12.56531 8.89980 10.85358 0.0983
H 16.49062 8.89463 9.24884 0.1151
H 19.85456 8.32954 14.35443 0.1113
H 12.13737 11.71728 20.01075 0.1495
H 15.96878 14.58149 14.59112 0.1116
H 13.54158 8.39351 14.57350 0.0853
H 11.81966 17.34057 15.40748 0.1067
H 10.62037 10.46429 15.41345 0.0825
H 11.33072 8.54625 14.26368 0.1243
H 10.77676 8.32736 17.26192 0.1163
H 14.77546 7.56524 16.24795 0.1383
H 13.85981 17.84541 11.36080 0.1260
H 18.08447 12.53407 18.26638 0.1430
H 9.48004 12.65264 14.50160 0.1080
H 20.50741 12.49812 14.20518 0.1234
H 16.87916 13.10062 7.19867 0.1278
H 10.89120 12.93398 16.77792 0.1235
H 10.74729 18.15918 13.33068 0.1022
H 12.89707 12.89031 17.60801 0.1044

Q: Which of these has the highest multiplicity?
A: C24H28FeNO10

Q: Among the records above, which one has the highest multiplicity?
A: C24H28FeNO10

Q: Among the records above, which one has the lowest multiplicity?
A: C49H54MgN10OS3

Q: Among the records above, which one has the lowest multiplicity?
A: C49H54MgN10OS3